Entry 1:
The following is a quantum chemistry calculation of 2 unconnected molecules or ions with the total composition C2H4N2OS in a non-equilibrium geometry, from the OMol25 dataset.

Its relative energy (zero: lowest compared OMol25 entry of this formula, charge and spin) is 6.900 eV. The gap between HOMO and LUMO (spin up / spin down) is 7.39 / 7.37 eV.

The geometry in XYZ format:
```
10
Properties=species:S:1:pos:R:3:forces:R:3:nbo_charge:R:1
C 0.695 -0.549 0.555 3.4 0.2 -3.3 -0.3266
C 0.607 0.696 -0.425 -1.2 0.8 1.2 -0.1353
N -0.546 -1.228 0.341 -0.7 0.0 0.6 -0.1666
N -1.189 -0.728 -0.572 -0.3 -0.7 0.2 0.1676
O -0.601 0.325 -1.186 0.5 1.1 0.7 -0.3518
S -3.337 0.338 0.576 -0.1 0.0 0.0 -0.0432
H 1.575 -1.284 0.298 -1.7 1.2 0.1 0.2223
H 0.993 -0.177 1.487 -0.6 0.0 1.8 0.2314
H 0.543 1.734 0.176 -0.5 -2.4 -1.3 0.1917
H 1.260 0.873 -1.249 1.3 -0.3 0.0 0.2105
```
Forces are in eV/Å.

***

Entry 2:
The following is a quantum chemistry calculation of 10 unconnected molecules or ions with the total composition C30H62F27N4O9P3 in a non-equilibrium geometry, from the OMol25 dataset.

The gap between HOMO and LUMO is 5.15 eV. As for the charge: -2.

The geometry in XYZ format:
```
135
Properties=species:S:1:pos:R:3:forces:R:3:lowdin_charge:R:1
C 19.909 23.758 14.475 0.6 -1.2 -0.4 0.0210
C 19.523 22.316 14.153 0.3 -1.8 0.0 -0.4579
O 20.339 21.445 13.808 -0.5 1.1 0.5 0.0084
N 18.192 21.952 14.259 2.4 3.1 0.4 0.0217
H 18.028 21.008 14.299 -0.5 -2.5 -0.2 0.1062
H 21.565 21.815 12.563 0.3 0.4 -0.5 0.0705
C 17.142 22.924 14.353 1.4 1.6 1.3 -0.0908
H 19.030 24.200 14.860 -0.5 1.0 0.5 0.0290
H 20.159 24.187 13.509 0.2 0.4 0.0 0.0898
H 20.775 23.866 15.178 -0.8 -0.5 -0.7 0.1122
H 16.242 22.403 14.456 -1.6 -0.5 -0.6 0.0672
H 17.287 23.597 13.490 -1.0 -0.2 0.4 0.1006
H 17.181 23.543 15.319 0.2 -0.7 -1.2 0.1063
C 18.926 16.872 16.443 0.1 1.3 1.2 0.0169
C 20.341 16.610 16.034 -1.4 0.4 -0.7 -0.4351
O 21.292 17.300 16.144 0.4 -0.3 0.1 0.1855
N 20.344 15.290 15.386 0.2 -1.0 -1.1 0.0480
H 19.726 14.728 15.968 -0.8 -0.2 0.1 0.0835
H 19.913 15.363 14.415 0.3 0.1 0.8 0.1365
C 21.567 14.446 15.368 -0.9 0.3 -1.8 0.0229
H 18.197 16.072 16.302 0.4 0.2 -0.1 0.0550
H 18.575 17.843 16.074 0.2 -0.3 -0.3 0.1024
H 19.037 17.040 17.520 -0.3 -0.2 0.1 0.1058
H 21.174 13.441 15.155 0.5 0.2 0.5 0.1163
H 21.944 14.614 16.331 1.2 -0.5 1.1 0.0759
H 22.205 14.743 14.542 0.2 0.2 0.2 0.0957
C 16.475 12.803 13.704 0.5 -0.6 -0.9 0.0023
C 15.105 13.482 13.737 -0.8 -0.2 0.2 -0.4513
O 14.023 12.845 13.797 1.9 0.9 0.1 -0.0297
N 15.086 14.877 13.672 0.1 0.0 1.7 0.0275
H 13.198 11.287 15.046 -2.1 -1.5 0.1 0.1442
H 14.264 15.235 14.159 -0.1 -0.3 -0.6 0.1306
C 16.301 15.718 14.010 -0.9 0.0 -0.9 -0.0514
H 17.165 13.249 14.445 -0.4 -0.3 -0.4 0.0608
H 16.922 12.901 12.687 -0.2 0.6 0.6 0.0988
H 16.493 11.685 13.786 -0.7 1.1 0.5 0.0932
H 16.728 15.407 14.945 0.3 -0.3 0.4 0.0433
H 16.133 16.837 14.100 -0.4 -1.5 -0.5 0.1144
H 16.944 15.511 13.169 0.8 0.4 0.1 0.0603
C 10.229 8.684 12.558 0.2 -0.4 0.4 -0.1253
C 8.926 9.388 12.130 0.8 0.8 1.4 -0.2417
C 9.256 10.882 11.751 -0.6 -1.7 -1.2 -0.1990
C 9.392 11.832 12.955 -0.3 0.1 -1.2 -0.0558
N 9.940 13.257 12.511 -1.7 -2.2 1.1 -0.2457
C 9.603 13.609 11.069 -1.2 -1.2 0.7 -0.0987
C 8.135 14.131 11.054 1.1 0.4 0.0 -0.1083
C 7.786 14.358 12.577 -0.9 0.7 -0.2 -0.1325
C 9.154 14.268 13.297 -1.0 -1.2 -1.0 -0.1065
C 11.405 13.312 12.699 -0.1 2.6 -1.4 0.0102
H 9.960 7.817 13.184 0.3 0.6 0.5 0.0743
H 11.017 9.360 13.026 -1.4 -0.9 -0.4 0.0743
H 10.717 8.132 11.753 0.1 0.6 -0.5 0.0698
H 8.202 9.297 12.967 0.2 0.4 -0.4 0.1065
H 8.487 8.856 11.302 -0.2 0.1 -0.5 0.0922
H 8.431 11.217 11.076 0.7 0.0 0.5 0.1100
H 10.153 10.680 11.088 -0.6 1.1 0.9 0.1355
H 10.084 11.431 13.702 -0.1 0.3 -0.1 0.1095
H 8.360 11.949 13.400 1.3 0.1 -0.5 0.1387
H 10.351 14.311 10.845 0.5 1.2 -0.7 0.0805
H 9.748 12.712 10.472 0.1 0.2 0.0 0.1061
H 8.154 15.087 10.516 0.0 -0.1 0.3 0.0957
H 7.503 13.468 10.434 0.0 0.1 0.9 0.1074
H 7.538 15.455 12.755 -0.4 -1.5 -0.4 0.1248
H 6.916 13.675 12.899 1.6 1.0 -0.1 0.1233
H 9.635 15.176 13.055 0.6 1.3 0.4 0.0948
H 9.116 14.002 14.348 0.2 0.1 0.1 0.1402
H 11.796 12.876 11.825 0.7 -0.7 -1.3 0.0933
H 11.841 12.734 13.471 -0.2 0.1 1.4 0.0527
H 11.685 14.418 12.565 -0.1 -1.6 0.9 0.1445
C 12.270 9.621 15.893 0.3 3.1 1.6 -0.2681
O 12.919 9.957 17.152 -1.2 -1.3 -2.3 -0.1097
O 12.276 10.801 15.091 1.6 0.2 -0.3 -0.0538
C 13.091 8.491 15.278 -0.6 -0.5 -1.3 -0.5321
F 14.403 8.643 15.241 0.0 0.3 0.6 0.1851
F 12.818 7.307 15.881 0.1 0.7 -0.5 0.1393
F 12.718 8.430 13.946 0.2 -0.7 1.2 0.0806
C 12.390 11.072 17.902 -0.1 -1.6 -0.6 -0.2303
C 13.453 11.224 18.938 -0.1 0.5 1.2 -0.0634
H 13.975 10.308 19.246 -0.4 0.1 -0.4 0.0964
H 14.174 11.992 18.737 0.5 0.2 -0.6 0.0711
H 12.958 11.606 19.798 -0.4 0.3 1.2 0.0633
H 11.385 10.758 18.273 0.6 0.3 0.1 0.1294
H 12.260 11.961 17.288 0.1 0.0 -0.1 0.1144
H 11.152 9.370 15.969 1.6 -0.1 0.1 0.1905
C 21.475 21.609 10.620 1.4 2.9 -0.7 -0.3235
O 22.504 21.319 9.704 -1.2 -0.1 0.4 -0.0496
O 22.025 22.191 11.764 -0.4 0.0 0.6 0.0217
C 20.431 22.611 9.979 0.5 -1.2 -2.0 -0.5171
F 20.040 22.188 8.692 1.0 0.5 1.3 0.0767
F 19.299 22.612 10.645 -0.8 0.0 1.2 0.1595
F 20.844 23.869 9.893 0.3 0.1 -0.2 0.1587
C 22.858 19.930 9.723 -0.2 -0.1 -2.8 -0.2823
C 23.670 19.542 10.870 1.2 -0.2 0.7 -0.0838
H 22.928 19.362 11.619 0.2 0.0 1.4 0.0626
H 24.167 18.575 10.659 -0.1 0.5 0.2 0.0927
H 24.397 20.348 11.123 -0.5 -0.8 0.1 0.1027
H 23.403 19.720 8.761 -0.6 0.5 0.7 0.1315
H 21.945 19.323 9.725 0.0 0.1 -0.3 0.1155
H 20.889 20.827 10.934 -1.3 -2.6 0.2 0.1275
C 12.974 21.148 25.337 -0.2 1.1 -0.8 -0.5112
O 13.936 20.721 24.248 0.3 -0.8 -0.1 -0.1461
O 12.708 22.408 25.276 0.2 0.4 1.1 -0.1719
C 11.666 20.369 25.075 1.0 0.4 -0.8 -0.5922
F 11.193 20.795 23.899 -0.8 -0.2 -0.5 0.1196
F 11.889 19.051 24.947 -0.4 -0.9 0.2 0.1038
F 10.669 20.534 25.974 0.3 -0.1 0.2 0.1056
C 14.135 21.614 23.166 -1.0 -0.8 0.3 -0.3412
C 15.578 21.981 23.060 1.9 -0.3 -0.2 -0.1167
H 15.817 22.626 22.175 -0.4 0.0 0.8 0.0660
H 15.819 22.456 24.039 0.2 0.0 -0.9 0.0818
H 16.303 21.122 22.905 -1.0 0.5 0.4 0.0741
H 13.567 22.502 23.396 -0.3 0.5 -0.1 0.0912
H 13.716 21.162 22.253 0.2 0.0 0.0 0.1081
H 13.477 20.674 26.200 0.1 0.2 0.4 0.1289
P 10.342 17.680 10.815 -1.3 -0.4 1.3 0.1599
F 11.049 16.169 10.838 -0.1 0.5 -0.3 -0.2078
F 11.389 18.144 9.737 0.0 0.0 -0.6 -0.1154
F 9.218 17.174 9.741 0.9 -0.2 -0.5 -0.1805
F 9.607 19.114 10.828 0.1 -0.1 0.0 -0.1558
F 9.310 17.094 11.967 -0.3 0.0 0.2 -0.2032
F 11.280 18.141 12.024 0.6 0.1 0.0 -0.1511
P 18.669 13.437 18.238 0.3 0.7 -0.7 0.1855
F 20.185 14.113 17.970 -0.3 0.0 -0.4 -0.1949
F 19.323 12.073 17.792 -0.7 -0.8 -0.2 -0.1228
F 19.070 13.204 19.758 -0.5 -0.4 0.1 -0.1210
F 17.140 12.890 18.389 1.3 -0.4 0.1 -0.1538
F 18.178 14.889 18.533 -0.8 1.5 0.7 -0.1266
F 18.272 13.787 16.600 0.6 -0.6 0.2 -0.2419
P 20.022 16.681 12.013 -1.6 0.7 -0.8 0.1621
F 19.322 17.451 13.322 0.2 -0.5 -0.4 -0.1866
F 18.644 16.759 11.145 0.1 -0.6 1.0 -0.1594
F 20.370 18.111 11.443 0.8 0.7 -0.7 -0.1312
F 20.689 15.828 10.813 -0.3 0.2 0.1 -0.1504
F 21.415 16.617 12.745 0.9 -0.1 1.3 -0.1270
F 19.543 15.292 12.769 -0.1 -0.5 -0.3 -0.1915
```
Forces are in eV/Å.

***

For each record above, in turn, the calculated energy values are -17995.75888, -157762.00490 eV.